Entry from the OMol25 dataset: a structure of composition C6H9N (ωB97M-V/def2-TZVPD).

The calculation puts the max |F| at 0.6 eV/Å. As for the spin multiplicity: 1. The calculation puts the HOMO energy (spin up / spin down) at -0.2890 / -0.2406 Ha. The gap between HOMO and LUMO (spin up / spin down) comes out at 0.2980 / 0.2464 Ha. The energy relative to the best compared isomer or geometry (same formula, charge and spin) comes out at 147.1 kcal/mol. Its total energy is -288.54762 a.u.

Structure (XYZ):
```
16
C6H9N, DFT ωB97M-V/def2-TZVPD
H 0.07 -0.76 -1.48
C 0.54 -0.30 1.05
H -1.33 1.09 -0.47
N 1.41 2.06 1.22
C -0.75 -0.75 0.52
H 2.31 0.50 -1.16
H 0.73 1.32 -1.57
H -2.37 0.62 0.88
C 1.31 0.76 -0.82
C 1.10 1.04 0.63
H -2.48 -0.26 -0.67
H 0.94 -1.96 -0.47
C -1.79 0.23 0.03
H -1.16 -1.65 0.99
H 1.02 -0.94 1.79
C 0.43 -1.00 -0.47
```

=====

Entry from the OMol25 dataset: the molecule C6H9N (ωB97M-V/def2-TZVPD).

The calculation puts the max |F| at 6.3 eV/Å. As for the spin multiplicity: 1. The calculation puts the HOMO energy at -0.3299 Ha. The SMILES is [H]/N=C(\C)C=C=CC. The gap between HOMO and LUMO comes out at 0.3641 Ha. The energy relative to the best compared isomer or geometry (same formula, charge and spin) comes out at 57.6 kcal/mol. Its total energy is -288.69022 a.u.

Structure (XYZ):
```
16
C6H9N, DFT ωB97M-V/def2-TZVPD
C 0.91 -0.14 -0.19
N -0.57 -0.93 1.47
C -0.91 0.64 -2.04
H 1.71 -2.61 1.65
H 1.83 -1.26 2.78
H -1.61 2.51 -2.78
H -0.70 -1.45 2.33
H -1.12 0.00 -2.88
H -2.74 1.66 -1.72
H -1.33 2.47 -1.02
H 1.95 0.13 -0.35
C 0.02 0.19 -1.07
C -1.69 1.90 -1.88
H 2.75 -1.24 1.26
C 1.81 -1.53 1.72
C 0.62 -0.88 1.05
```

=====

Entry from the OMol25 dataset: the molecule C6H9N (ωB97M-V/def2-TZVPD).

The calculation puts the max |F| at 0.4 eV/Å. As for the spin multiplicity: 1. The calculation puts the HOMO energy at -0.2661 Ha. The gap between HOMO and LUMO comes out at 0.2798 Ha. The energy relative to the best compared isomer or geometry (same formula, charge and spin) comes out at 82.4 kcal/mol. Its total energy is -288.65074 a.u.

Structure (XYZ):
```
16
C6H9N, DFT ωB97M-V/def2-TZVPD
H -0.61 -2.75 0.66
H 2.36 -0.45 -0.85
H 0.74 -2.84 -0.53
C -0.50 -0.12 1.12
H 1.31 -1.38 1.51
H -1.16 2.92 0.83
H 0.99 1.50 -1.31
N 0.75 0.84 -0.56
H -1.19 2.59 -0.90
H -2.37 1.83 0.16
H -0.68 -1.79 -0.82
C 0.00 -2.18 -0.05
C 0.67 -0.99 0.70
C -0.42 0.94 0.28
C 1.44 -0.23 -0.32
C -1.32 2.13 0.08
```

=====

Entry from the OMol25 dataset: a structure of composition C6H9N (ωB97M-V/def2-TZVPD).

The calculation puts the max |F| at 2.1 eV/Å. As for the spin multiplicity: 1. The calculation puts the HOMO energy at -0.2568 Ha. The gap between HOMO and LUMO comes out at 0.2980 Ha. The energy relative to the best compared isomer or geometry (same formula, charge and spin) comes out at 126.5 kcal/mol. Its total energy is -288.58043 a.u.

Structure (XYZ):
```
16
C6H9N, DFT ωB97M-V/def2-TZVPD
H -0.72 -1.28 2.13
H -0.62 -0.92 -0.85
H 2.10 0.88 -1.51
H -1.67 1.41 0.21
H -0.20 -2.59 1.03
H 1.77 -0.77 0.60
C 0.95 -0.19 0.18
C -0.26 1.05 -1.53
C 1.14 0.78 -1.01
C 0.71 1.27 0.35
H -1.86 -1.93 0.92
H -0.61 1.45 -2.46
H 1.16 2.03 0.98
C -0.81 -1.69 1.11
N -0.37 -0.76 0.13
C -0.71 1.25 -0.26
```

=====

Entry from the OMol25 dataset: a cluster of 3 separate species, C6H9N in total (ωB97M-V/def2-TZVPD).

The calculation puts the max |F| at 1.6 eV/Å. As for the spin multiplicity: 1. The calculation puts the HOMO energy (spin up / spin down) at -0.2886 / -0.2887 Ha. The gap between HOMO and LUMO (spin up / spin down) comes out at 0.2712 / 0.2712 Ha. The energy relative to the best compared isomer or geometry (same formula, charge and spin) comes out at 101.8 kcal/mol. Its total energy is -288.61974 a.u.

Structure (XYZ):
```
16
C6H9N, DFT ωB97M-V/def2-TZVPD
C 0.33 -0.41 -0.18
N -0.09 -0.71 -1.44
H -1.64 0.04 -2.66
H 1.97 -1.38 -1.29
C -0.49 0.57 0.39
C -1.21 -0.01 -1.67
C -1.52 0.77 -0.54
H -0.83 2.12 1.84
H -2.36 1.45 -0.44
H 1.50 -2.22 0.27
C -0.34 1.15 1.76
H 0.72 1.29 2.01
C 1.48 -1.14 0.24
H 2.11 -0.69 1.02
H 1.13 -1.32 -1.83
H -0.76 0.49 2.53
```

=====

Entry from the OMol25 dataset: a cluster of 2 separate species, C6H9N in total (ωB97M-V/def2-TZVPD).

The calculation puts the max |F| at 0.4 eV/Å. As for the spin multiplicity: 1. The calculation puts the HOMO energy at -0.2974 Ha. The SMILES is C=C=C=CN1CC1.[H][H]. The gap between HOMO and LUMO comes out at 0.3200 Ha. The energy relative to the best compared isomer or geometry (same formula, charge and spin) comes out at 119.1 kcal/mol. Its total energy is -288.59229 a.u.

Structure (XYZ):
```
16
C6H9N, DFT ωB97M-V/def2-TZVPD
H -1.87 0.60 1.77
H -0.54 -1.31 -1.73
C -0.35 -0.60 -0.92
C 3.15 0.83 -0.07
N -1.36 -0.58 0.04
C 1.94 0.47 -0.47
C 0.80 0.04 -0.81
H -2.92 0.39 -1.17
H -3.51 -0.65 0.21
H 4.04 0.55 -0.63
C -2.70 -0.07 -0.21
H 1.88 -1.51 1.07
H -1.30 1.56 0.31
H 3.31 1.40 0.84
C -1.75 0.64 0.69
H 1.18 -1.76 1.09
```

=====

Entry from the OMol25 dataset: a structure of composition C6H9N (ωB97M-V/def2-TZVPD).

The calculation puts the max |F| at 0.3 eV/Å. As for the spin multiplicity: 1. The calculation puts the HOMO energy at -0.2967 Ha. The gap between HOMO and LUMO comes out at 0.3264 Ha. The energy relative to the best compared isomer or geometry (same formula, charge and spin) comes out at 72.7 kcal/mol. Its total energy is -288.66613 a.u.

Structure (XYZ):
```
16
C6H9N, DFT ωB97M-V/def2-TZVPD
C -0.05 0.58 -0.03
C -1.29 1.42 -0.11
H 3.18 0.28 0.00
H -2.14 0.82 -0.44
H 1.37 2.05 -0.51
C 2.12 0.06 -0.10
H -1.55 1.83 0.88
N 1.19 1.10 -0.22
H -1.55 -1.61 1.40
H -1.88 -1.58 -0.33
C 1.46 -1.16 0.27
C -1.08 -1.72 0.42
C 0.07 -0.77 0.20
H 2.05 -0.82 -0.96
H -0.72 -2.75 0.33
H -1.18 2.26 -0.80
```

=====

Entry from the OMol25 dataset: the molecule C6H9N (ωB97M-V/def2-TZVPD).

The calculation puts the max |F| at 0.5 eV/Å. As for the spin multiplicity: 1. The calculation puts the HOMO energy at -0.3454 Ha. The SMILES is CC#CC[C@H]1CN1. The gap between HOMO and LUMO comes out at 0.3833 Ha. The energy relative to the best compared isomer or geometry (same formula, charge and spin) comes out at 64.6 kcal/mol. Its total energy is -288.67916 a.u.

Structure (XYZ):
```
16
C6H9N, DFT ωB97M-V/def2-TZVPD
H 3.68 0.23 1.86
H -1.28 1.28 -1.83
C 1.76 0.10 0.95
H 2.32 0.59 2.93
H 2.82 1.77 1.71
H -1.76 -0.69 0.52
H -3.27 -0.81 -1.24
C 0.01 -0.98 -0.76
H -2.62 1.35 -0.57
C -1.92 0.74 -1.13
C 0.99 -0.40 0.17
H 0.27 -0.73 -1.79
C -1.39 -0.48 -0.48
H 0.04 -2.08 -0.68
C 2.69 0.70 1.91
N -2.34 -0.59 -1.58
```

=====

Entry from the OMol25 dataset: the molecule C6H9N (ωB97M-V/def2-TZVPD).

The calculation puts the max |F| at 0.5 eV/Å. As for the spin multiplicity: 1. The calculation puts the HOMO energy at -0.2671 Ha. The SMILES is CC1(C)C=C=CN1. The gap between HOMO and LUMO comes out at 0.2772 Ha. The energy relative to the best compared isomer or geometry (same formula, charge and spin) comes out at 86.2 kcal/mol. Its total energy is -288.64463 a.u.

Structure (XYZ):
```
16
C6H9N, DFT ωB97M-V/def2-TZVPD
H -0.13 1.78 1.21
H 1.36 1.36 0.40
C 0.53 0.93 0.98
C 0.34 0.43 -2.00
H 0.46 -1.87 1.37
H 0.98 0.48 -2.89
C -0.13 -0.21 0.11
C -0.80 1.24 -1.73
H -1.09 -1.14 1.79
H 0.88 0.52 1.92
C -0.46 -1.45 0.95
H -1.96 1.03 0.16
C -1.16 0.70 -0.51
N 0.69 -0.45 -1.06
H 1.47 -1.10 -1.09
H -0.98 -2.24 0.40
```

=====

Entry from the OMol25 dataset: the molecule C6H9N (ωB97M-V/def2-TZVPD).

The calculation puts the max |F| at 0.6 eV/Å. As for the spin multiplicity: 1. The calculation puts the HOMO energy at -0.2793 Ha. The gap between HOMO and LUMO comes out at 0.2939 Ha. The energy relative to the best compared isomer or geometry (same formula, charge and spin) comes out at 91.0 kcal/mol. Its total energy is -288.63700 a.u.

Structure (XYZ):
```
16
C6H9N, DFT ωB97M-V/def2-TZVPD
H -0.71 -2.12 1.24
C 0.02 -0.54 -0.01
C -1.67 1.31 0.03
H -1.56 2.37 -0.19
N 1.65 1.46 -0.60
H -1.77 1.18 1.12
C -0.94 -1.68 0.27
H -1.99 -1.37 0.27
C 2.20 0.35 -0.19
H -2.63 1.02 -0.43
H 1.76 -1.61 0.67
H 2.35 2.04 -1.07
C -0.54 0.56 -0.63
H 3.28 0.18 -0.21
H -0.82 -2.45 -0.51
C 1.37 -0.70 0.24
```

=====

Entry from the OMol25 dataset: a structure of composition C6H9N (ωB97M-V/def2-TZVPD).

The calculation puts the max |F| at 0.9 eV/Å. As for the spin multiplicity: 1. The calculation puts the HOMO energy at -0.3355 Ha. The gap between HOMO and LUMO comes out at 0.3765 Ha. The energy relative to the best compared isomer or geometry (same formula, charge and spin) comes out at 70.5 kcal/mol. Its total energy is -288.66969 a.u.

Structure (XYZ):
```
16
C6H9N, DFT ωB97M-V/def2-TZVPD
H 0.30 2.15 0.87
H -0.16 -0.66 -2.22
H -2.87 0.10 0.62
C 0.48 -0.17 -1.47
N -0.35 0.89 -0.77
C -0.92 -0.30 -0.08
H 0.20 -0.03 1.72
H 0.67 -2.00 0.00
H 1.96 -0.12 1.41
C 0.69 1.37 0.21
C -2.08 -0.62 0.45
H 1.53 1.81 -0.35
H 1.41 0.16 -1.93
H -2.26 -1.66 0.72
C 0.45 -0.94 -0.14
C 0.98 0.04 0.96
```

=====

Entry from the OMol25 dataset: a cluster of 2 separate species, C6H9N in total (ωB97M-V/def2-TZVPD).

The calculation puts the max |F| at 0.5 eV/Å. As for the spin multiplicity: 1. The calculation puts the HOMO energy at -0.3097 Ha. The SMILES is C1=CN1.C=C=CC. The gap between HOMO and LUMO comes out at 0.3497 Ha. The energy relative to the best compared isomer or geometry (same formula, charge and spin) comes out at 130.5 kcal/mol. Its total energy is -288.57416 a.u.

Structure (XYZ):
```
16
C6H9N, DFT ωB97M-V/def2-TZVPD
H -2.00 1.00 -2.35
C 0.66 -2.24 0.17
H -3.39 1.60 0.10
N -1.62 0.97 -1.40
C -2.77 0.90 -0.43
C 1.05 0.34 0.34
H 1.95 1.59 1.85
C 2.25 0.98 0.99
H 2.76 1.65 0.28
H -1.97 -1.26 -0.57
C 0.86 -0.95 0.26
H 0.13 -2.79 0.95
H 2.97 0.23 1.33
H 0.30 0.99 -0.13
H 1.02 -2.81 -0.69
C -2.21 -0.21 -0.69
```

=====

Q: Which formula does entry 5 have?
A: C6H9N

=====

Copy entry 10 word for word.
Entry from the OMol25 dataset: the molecule C6H9N (ωB97M-V/def2-TZVPD).

The calculation puts the max |F| at 0.6 eV/Å. As for the spin multiplicity: 1. The calculation puts the HOMO energy at -0.2793 Ha. The gap between HOMO and LUMO comes out at 0.2939 Ha. The energy relative to the best compared isomer or geometry (same formula, charge and spin) comes out at 91.0 kcal/mol. Its total energy is -288.63700 a.u.

Structure (XYZ):
```
16
C6H9N, DFT ωB97M-V/def2-TZVPD
H -0.71 -2.12 1.24
C 0.02 -0.54 -0.01
C -1.67 1.31 0.03
H -1.56 2.37 -0.19
N 1.65 1.46 -0.60
H -1.77 1.18 1.12
C -0.94 -1.68 0.27
H -1.99 -1.37 0.27
C 2.20 0.35 -0.19
H -2.63 1.02 -0.43
H 1.76 -1.61 0.67
H 2.35 2.04 -1.07
C -0.54 0.56 -0.63
H 3.28 0.18 -0.21
H -0.82 -2.45 -0.51
C 1.37 -0.70 0.24
```

=====

Q: Which value of max |F| does entry 1 give?
A: 0.6 eV/Å